1.
This record from the OMol25 dataset describes the molecule C2H5N3O at a distorted geometry. The level of theory is ωB97M-V/def2-TZVPD.

## Properties
SMILES string	[H]/N=C\N(O)/C=N\[H]
energy relative to the best compared isomer or geometry (same formula, charge and spin)	5.233	eV
HOMO energy	-9.9	eV
lowest unoccupied orbital energy	0.01887	Ha
gap between HOMO and LUMO	10.4	eV

Positions of all 11 atoms, in Å:
C1 -0.788 -0.869 0.120
C2 1.289 0.263 -0.128
H1 -1.071 1.820 0.653
H2 -0.436 -1.997 0.290
H3 -2.435 0.291 -0.499
H4 1.526 1.125 -0.688
H5 2.021 -1.540 0.171
N1 -0.046 0.123 0.502
N2 -2.029 -0.731 -0.269
N3 2.259 -0.484 -0.131
O1 -0.488 1.448 -0.074

2.
This record from the OMol25 dataset describes the molecule C2H5N3O at a distorted geometry. The level of theory is ωB97M-V/def2-TZVPD.

## Properties
SMILES string	N/N=C\NC=O
energy relative to the best compared isomer or geometry (same formula, charge and spin)	3.812	eV
HOMO energy	-9.4	eV
lowest unoccupied orbital energy	0.01724	Ha
gap between HOMO and LUMO	9.8	eV

Positions of all 11 atoms, in Å:
C1 -0.222 0.996 -0.050
C2 1.876 -0.288 0.094
H1 -2.937 -0.418 0.063
H2 -1.364 -0.921 0.771
H3 0.265 1.918 -0.348
H4 0.252 -0.800 -0.580
H5 2.056 -1.354 -0.037
N1 -1.938 -0.414 -0.006
N2 -1.522 0.907 0.145
N3 0.586 -0.108 -0.170
O1 2.948 0.483 0.119

3.
This record from the OMol25 dataset describes the molecule C2H5N3O at a distorted geometry. The level of theory is ωB97M-V/def2-TZVPD.

## Properties
energy relative to the best compared isomer or geometry (same formula, charge and spin)	4.196	eV
HOMO energy	-9.3	eV
lowest unoccupied orbital energy	0.02987	Ha
gap between HOMO and LUMO	10.2	eV

Positions of all 11 atoms, in Å:
C1 0.292 0.887 0.248
C2 1.140 -0.329 -0.216
N1 -2.964 -0.440 -0.033
N2 -2.018 0.220 -0.058
N3 -1.072 0.953 -0.103
O1 0.512 -1.554 0.101
H1 0.162 0.766 1.456
H2 0.799 1.865 -0.088
H3 2.108 -0.359 0.274
H4 1.388 -0.095 -1.267
H5 -0.346 -1.916 -0.314

4.
This record from the OMol25 dataset describes the molecule C2H5N3O at a distorted geometry. The level of theory is ωB97M-V/def2-TZVPD.

## Properties
SMILES string	[H]/N=C(/N)NC=O
energy relative to the best compared isomer or geometry (same formula, charge and spin)	0.609	eV
HOMO energy	-9.5	eV
lowest unoccupied orbital energy	0.02462	Ha
gap between HOMO and LUMO	10.2	eV

Positions of all 11 atoms, in Å:
C1 -0.377 0.742 0.296
C2 0.932 -1.264 -0.512
H1 -1.303 -1.006 0.206
H2 -2.413 0.280 0.375
H3 0.466 2.459 0.052
H4 1.676 0.512 0.016
H5 1.938 -1.530 -0.953
N1 -1.442 -0.063 0.603
N2 -0.358 1.990 0.308
N3 0.825 -0.014 -0.003
O1 0.056 -2.106 -0.388

5.
This record from the OMol25 dataset describes the molecule C2H5N3O at a distorted geometry. The level of theory is ωB97M-V/def2-TZVPD.

## Properties
SMILES string	[H]/N=C/N(O)/C=N/[H]
energy relative to the best compared isomer or geometry (same formula, charge and spin)	5.171	eV
HOMO energy	-10.0	eV
lowest unoccupied orbital energy	0.00942	Ha
gap between HOMO and LUMO	10.3	eV

Positions of all 11 atoms, in Å:
C1 1.379 0.455 0.072
C2 -0.853 -0.682 0.187
H1 -1.571 1.101 0.119
H2 1.823 1.502 0.366
H3 3.010 -0.365 -0.341
H4 -0.382 -1.602 0.488
H5 -2.629 -1.279 -0.471
N1 0.017 0.340 0.496
N2 2.054 -0.619 -0.377
N3 -2.128 -0.438 -0.241
O1 -0.720 1.587 -0.299

6.
This record from the OMol25 dataset describes the molecule C2H5N3O at a distorted geometry. The level of theory is ωB97M-V/def2-TZVPD.

## Properties
energy relative to the best compared isomer or geometry (same formula, charge and spin)	5.578	eV
HOMO energy (spin up / spin down)	-7.2 / -7.2	eV
lowest unoccupied orbital energy (spin up / spin down)	-0.02361 / -0.02373	Ha
gap between HOMO and LUMO (spin up / spin down)	6.6 / 6.6	eV

Positions of all 11 atoms, in Å:
N1 -0.654 0.054 0.029
N2 -0.848 1.221 0.833
C1 -1.344 -0.175 -1.012
C2 0.675 -0.704 -0.050
N3 1.674 0.185 -0.012
O1 -2.171 -0.141 -1.827
H1 0.054 1.698 0.759
H2 -0.943 0.893 1.791
H3 2.574 -0.262 -0.153
H4 0.385 -1.252 -1.057
H5 0.599 -1.516 0.699

7.
This record from the OMol25 dataset describes the molecule C2H5N3O at a distorted geometry. The level of theory is ωB97M-V/def2-TZVPD.

## Properties
SMILES string	[H]/N=C/N(O)/C=N/[H]
energy relative to the best compared isomer or geometry (same formula, charge and spin)	4.954	eV
HOMO energy	-8.9	eV
lowest unoccupied orbital energy	0.02270	Ha
gap between HOMO and LUMO	9.5	eV

Positions of all 11 atoms, in Å:
C1 -1.169 -0.405 -0.219
C2 1.262 -0.420 -0.039
H1 -0.835 1.779 -0.034
H2 -0.813 -1.484 -0.565
H3 -2.914 -0.400 0.414
H4 1.402 -1.592 0.088
H5 3.032 -0.080 0.468
N1 0.049 0.211 -0.178
N2 -2.266 0.340 0.173
N3 2.240 0.466 0.047
O1 0.012 1.585 -0.155

8.
This record from the OMol25 dataset describes the molecule C2H5N3O2 at a distorted geometry. The level of theory is ωB97M-V/def2-TZVPD.

## Properties
SMILES string	NC(=O)OC1NN1
energy relative to the best compared isomer or geometry (same formula, charge and spin)	2.900	eV
HOMO energy	-9.4	eV
lowest unoccupied orbital energy	0.03110	Ha
gap between HOMO and LUMO	10.3	eV

Positions of all 12 atoms, in Å:
N1 0.285 1.862 -0.436
N2 0.635 1.020 -1.521
C1 -0.674 -0.636 0.758
N3 -1.011 -1.945 0.878
C2 1.124 0.704 -0.178
O1 -1.462 0.274 0.947
O2 0.606 -0.532 0.335
H1 -0.664 1.664 -0.089
H2 1.373 1.451 -2.077
H3 -1.999 -2.150 0.917
H4 -0.387 -2.624 0.471
H5 2.175 0.911 -0.005

9.
This record from the OMol25 dataset describes a cluster of 2 separate species, C2H5N3O2 in total at a distorted geometry. The level of theory is ωB97M-V/def2-TZVPD.

## Properties
energy relative to the best compared isomer or geometry (same formula, charge and spin)	4.844	eV
HOMO energy	-10.0	eV
lowest unoccupied orbital energy	-0.02641	Ha
gap between HOMO and LUMO	9.3	eV

Positions of all 12 atoms, in Å:
C1 0.549 -0.718 -0.208
C2 -1.806 -1.119 -0.495
H1 1.096 1.630 1.536
H2 1.308 2.454 0.052
H3 2.396 0.180 0.561
H4 -1.079 0.584 0.133
H5 -1.611 -2.122 -0.834
N1 0.763 1.696 0.554
N2 1.284 0.516 -0.371
N3 -0.813 -0.436 -0.014
O1 0.944 -1.847 -0.446
O2 -3.031 -0.820 -0.468

10.
This record from the OMol25 dataset describes a structure of composition C2H5N3O2 at a distorted geometry. The level of theory is ωB97M-V/def2-TZVPD.

## Properties
energy relative to the best compared isomer or geometry (same formula, charge and spin)	8.867	eV
HOMO energy (spin up / spin down)	-8.8 / -8.8	eV
lowest unoccupied orbital energy (spin up / spin down)	-0.00811 / -0.00814	Ha
gap between HOMO and LUMO (spin up / spin down)	8.6 / 8.6	eV

Positions of all 12 atoms, in Å:
C1 -0.001 -1.174 -0.038
C2 -0.971 -0.057 0.102
N1 1.145 -0.598 0.539
N2 -0.346 1.189 -0.261
N3 0.893 1.181 -0.103
O1 -0.967 2.130 -0.739
O2 1.804 1.953 -0.012
H1 -0.404 -1.877 0.597
H2 0.050 -1.566 -1.089
H3 -1.994 -0.266 -0.372
H4 -1.189 0.136 1.106
H5 1.980 -1.052 0.268

11.
This record from the OMol25 dataset describes the molecule C2H5N3O2 at a distorted geometry. The level of theory is ωB97M-V/def2-TZVPD.

## Properties
SMILES string	[H]/N=C\N(O)C(N)=O
energy relative to the best compared isomer or geometry (same formula, charge and spin)	3.123	eV
HOMO energy	-9.7	eV
lowest unoccupied orbital energy	0.02415	Ha
gap between HOMO and LUMO	10.4	eV

Positions of all 12 atoms, in Å:
C1 1.046 0.203 0.218
C2 -1.251 -0.638 -0.307
H1 1.245 2.247 0.196
H2 -0.262 1.731 0.667
H3 1.075 -2.123 0.095
H4 -1.789 -1.612 -0.377
H5 -1.310 1.207 -0.922
N1 0.632 1.468 0.198
N2 -0.049 -0.651 0.371
N3 -1.786 0.311 -0.902
O1 2.152 -0.202 0.018
O2 0.297 -1.941 0.744

12.
This record from the OMol25 dataset describes the molecule C2H5N3O2 at a distorted geometry. The level of theory is ωB97M-V/def2-TZVPD.

## Properties
SMILES string	CN(N=O)C(N)=O
energy relative to the best compared isomer or geometry (same formula, charge and spin)	3.310	eV
HOMO energy	-9.8	eV
lowest unoccupied orbital energy	0.01135	Ha
gap between HOMO and LUMO	10.2	eV

Positions of all 12 atoms, in Å:
C1 -1.231 0.439 0.033
C2 1.242 -0.210 0.076
H1 -0.971 0.931 0.981
H2 -1.932 -0.411 0.189
H3 -1.693 1.236 -0.570
H4 1.888 -0.848 1.783
H5 0.127 -0.967 1.629
N1 0.053 0.140 -0.608
N2 0.142 0.046 -1.971
N3 1.011 -0.498 1.399
O1 -0.937 0.336 -2.489
O2 2.302 -0.194 -0.452

13.
This record from the OMol25 dataset describes the molecule C2H5N3O2 at a distorted geometry. The level of theory is ωB97M-V/def2-TZVPD.

## Properties
SMILES string	N/N=C/ONC=O
energy relative to the best compared isomer or geometry (same formula, charge and spin)	5.315	eV
HOMO energy	-8.6	eV
lowest unoccupied orbital energy	0.03258	Ha
gap between HOMO and LUMO	9.5	eV

Positions of all 12 atoms, in Å:
C1 -0.768 0.905 -0.199
C2 1.673 -0.723 0.243
H1 -3.030 -0.603 -0.656
H2 -2.713 -1.241 0.728
H3 -1.275 1.753 -0.448
H4 1.825 1.243 1.180
H5 2.375 -0.988 1.113
N1 -2.568 -0.430 0.188
N2 -1.213 -0.197 0.271
N3 1.462 0.619 0.435
O1 0.559 1.249 -0.458
O2 1.143 -1.399 -0.598

14.
This record from the OMol25 dataset describes the molecule C2H5N3O2 at a distorted geometry. The level of theory is ωB97M-V/def2-TZVPD.

## Properties
SMILES string	O=CNN/C=N\O
energy relative to the best compared isomer or geometry (same formula, charge and spin)	7.162	eV
HOMO energy	-9.6	eV
lowest unoccupied orbital energy	0.01251	Ha
gap between HOMO and LUMO	9.9	eV

Positions of all 12 atoms, in Å:
C1 0.155 -0.580 1.078
C2 -0.874 0.958 -0.709
H1 2.352 0.923 0.226
H2 -0.462 -0.604 2.150
H3 -1.415 -1.317 0.174
H4 0.080 -0.419 -1.709
H5 -0.459 1.814 -1.449
N1 1.244 -0.015 1.077
N2 -0.423 -1.351 -0.051
N3 -0.745 -0.479 -1.135
O1 1.866 -0.027 -0.166
O2 -1.319 1.099 0.514

15.
This record from the OMol25 dataset describes the molecule C2H5N3O2 at a distorted geometry. The level of theory is ωB97M-V/def2-TZVPD.

## Properties
SMILES string	NN/C=C/[N+](=O)[O-]
energy relative to the best compared isomer or geometry (same formula, charge and spin)	6.930	eV
HOMO energy (spin up / spin down)	-8.6 / -8.6	eV
lowest unoccupied orbital energy (spin up / spin down)	-0.01086 / -0.01085	Ha
gap between HOMO and LUMO (spin up / spin down)	8.3 / 8.3	eV

Positions of all 12 atoms, in Å:
C1 0.165 0.083 -0.106
C2 -1.251 -0.666 0.139
N1 2.519 0.367 0.069
N2 1.367 -0.431 -0.009
N3 -2.401 0.051 -0.004
O1 -2.341 1.275 -0.113
O2 -3.452 -0.586 0.020
H1 0.039 1.148 -0.236
H2 -1.280 -1.734 0.199
H3 2.743 0.780 -0.835
H4 2.371 1.132 0.727
H5 1.522 -1.418 0.148

16.
This record from the OMol25 dataset describes the molecule C2H5N3O2S at a distorted geometry. The level of theory is ωB97M-V/def2-TZVPD.

## Properties
SMILES string	N/N=C(/NO)C(O)=S
energy relative to the best compared isomer or geometry (same formula, charge and spin)	3.062	eV
HOMO energy	-9.1	eV
lowest unoccupied orbital energy	-0.01472	Ha
gap between HOMO and LUMO	8.7	eV

Positions of all 13 atoms, in Å:
C1 0.493 -0.135 -0.040
C2 -0.936 0.409 -0.046
H1 2.140 2.294 -0.653
H2 1.860 2.227 0.972
H3 -0.173 -2.061 0.134
H4 2.403 -1.249 0.135
H5 -0.118 2.081 -0.121
N1 1.498 1.937 0.093
N2 1.619 0.513 0.053
N3 0.588 -1.467 -0.197
O1 1.827 -2.043 0.024
O2 -1.031 1.706 -0.157
S1 -2.234 -0.570 0.092

17.
This record from the OMol25 dataset describes the molecule C2H5N3O2S at a distorted geometry. The level of theory is ωB97M-V/def2-TZVPD.

## Properties
SMILES string	[H]/N=C(\NS)NOC=O
energy relative to the best compared isomer or geometry (same formula, charge and spin)	3.507	eV
HOMO energy	-9.4	eV
lowest unoccupied orbital energy	0.01693	Ha
gap between HOMO and LUMO	9.8	eV

Positions of all 13 atoms, in Å:
C1 0.232 0.409 0.185
C2 -1.098 -2.050 1.560
H1 1.205 2.783 -1.293
H2 -0.588 0.611 -1.938
H3 2.114 -0.118 -0.117
H4 -1.562 1.065 1.188
H5 -1.036 -2.617 2.468
N1 -0.033 1.054 -1.140
N2 1.337 -0.064 0.634
N3 -1.000 0.252 0.865
O1 -1.067 -0.703 1.856
O2 -1.288 -2.541 0.443
S1 1.361 1.586 -1.980

18.
This record from the OMol25 dataset describes a structure of composition C2H5N3O3 at a distorted geometry. The level of theory is ωB97M-V/def2-TZVPD.

## Properties
energy relative to the best compared isomer or geometry (same formula, charge and spin)	7.848	eV
HOMO energy	-9.4	eV
lowest unoccupied orbital energy	0.01161	Ha
gap between HOMO and LUMO	9.7	eV

Positions of all 13 atoms, in Å:
C1 0.717 0.268 0.110
C2 -2.331 -0.224 0.045
H1 1.445 -2.223 -0.169
H2 2.910 0.387 -0.116
H3 0.560 1.823 -0.919
H4 -0.784 1.277 0.527
H5 -2.980 0.912 -0.465
N1 1.967 -0.235 -0.282
N2 0.222 1.378 -0.178
N3 -1.259 0.264 0.890
O1 2.152 -1.469 0.223
O2 -0.130 -0.647 0.765
O3 -2.488 -1.511 -0.431

19.
This record from the OMol25 dataset describes the molecule C2H5N3O3 at a distorted geometry. The level of theory is ωB97M-V/def2-TZVPD.

## Properties
SMILES string	CO/C(N)=N/[N+](=O)[O-]
energy relative to the best compared isomer or geometry (same formula, charge and spin)	4.210	eV
HOMO energy	-9.8	eV
lowest unoccupied orbital energy	0.01382	Ha
gap between HOMO and LUMO	10.2	eV

Positions of all 13 atoms, in Å:
C1 -0.280 -0.243 0.047
C2 0.008 2.197 0.575
N1 0.839 -0.172 -0.661
N2 -1.066 -1.292 0.098
N3 -0.677 -2.504 -0.233
O1 -0.723 0.941 0.607
O2 0.420 -2.859 0.071
O3 -1.508 -3.133 -0.852
H1 -0.601 2.948 0.174
H2 0.118 2.372 1.613
H3 0.974 2.136 0.226
H4 1.187 -1.059 -0.988
H5 1.308 0.668 -0.677

20.
This record from the OMol25 dataset describes the molecule C2H5N3OS at a distorted geometry. The level of theory is ωB97M-V/def2-TZVPD.

## Properties
SMILES string	[H]/N=C(/N)ONC=S
energy relative to the best compared isomer or geometry (same formula, charge and spin)	4.894	eV
HOMO energy	-8.7	eV
lowest unoccupied orbital energy	0.00229	Ha
gap between HOMO and LUMO	8.8	eV

Positions of all 12 atoms, in Å:
C1 -0.919 -0.125 -0.343
C2 1.608 0.469 0.958
H1 -1.197 -0.803 -2.232
H2 -2.621 0.122 -1.376
H3 -0.570 1.050 1.398
H4 1.608 -1.715 0.468
H5 2.217 0.228 1.765
N1 -1.724 -0.501 -1.405
N2 -1.403 0.676 0.734
N3 1.077 -0.708 0.488
O1 0.352 -0.654 -0.766
S1 1.572 1.961 0.311